[1]
Here is the ion C6H10N5O3 with charge +1 at a distorted geometry from the Open Molecules 2025 dataset. Energies are from wB97M-V/def2-TZVPD.

The geometry in XYZ format:
```
24
Properties=species:S:1:pos:R:3:forces:R:3:mulliken_charge:R:1
N -4.739787 1.081088 0.300476 0.68 0.61 2.08 -0.385
N -3.985871 0.147409 -0.295400 0.36 -1.06 -0.57 -0.242
C -2.800809 0.028037 0.070493 0.21 -1.69 -1.40 0.427
O -2.055314 0.769561 0.868131 0.69 0.99 1.51 -0.483
N -2.100673 -1.133508 -0.371782 -2.72 -2.88 0.45 -0.139
C -0.784530 -1.375255 -0.326372 1.16 -1.06 0.86 0.297
O -0.239296 -2.465431 -0.166362 -0.66 1.14 -0.55 -0.585
C 0.029904 -0.121278 -0.434514 0.75 1.58 0.28 -0.110
N 1.287199 -0.008321 -0.154448 -4.03 0.33 -0.44 0.239
C 2.026819 -1.026746 0.415226 3.65 -1.81 0.40 -0.537
C 3.421028 -0.290095 0.714577 -0.76 -1.22 -1.61 -0.446
N 3.274744 0.999610 0.076796 -2.38 -1.44 0.27 -0.105
C 2.004701 1.303169 -0.251878 1.25 -1.25 1.10 0.250
O 1.466475 2.314149 -0.460160 -1.24 1.55 -1.01 -0.445
H -5.243310 1.543839 -0.426366 -0.44 1.05 0.33 0.263
H -4.216893 1.575364 1.087706 -1.87 0.09 -1.79 0.177
H -2.563425 1.485342 1.270979 0.29 0.14 -0.08 0.250
H -2.752880 -2.030981 -0.268154 2.09 2.46 -0.54 0.375
H -0.492370 0.812661 -0.629174 0.39 -0.05 -0.58 0.621
H 2.230572 -1.794891 -0.332935 -0.17 -0.08 0.08 0.297
H 1.577515 -1.552130 1.285419 0.15 0.76 -0.56 0.400
H 3.430059 -0.189374 1.750696 0.76 0.29 1.78 0.291
H 4.261234 -0.871238 0.309964 -0.27 0.30 0.36 0.361
H 3.937654 1.581251 -0.310810 2.12 1.26 -0.38 0.229
```
Positions in Å, forces in eV/Å.

Properties
* total charge: +1
* gap between HOMO and LUMO: 6.38 eV
* SMILES: N/N=C(\O)NC(=O)/C=[N+]1\CCNC1=O
* energy relative to the best compared isomer or geometry (same formula, charge and spin): 0.0 kcal per mole

---

[2]
Here is the ion C6H10N5S with charge +1 at a distorted geometry from the Open Molecules 2025 dataset. Energies are from wB97M-V/def2-TZVPD.

The geometry in XYZ format:
```
22
Properties=species:S:1:pos:R:3:forces:R:3:mulliken_charge:R:1
C 2.011142 -1.060326 1.173814 -1.39 -0.75 0.06 -0.320
C 0.924562 0.917233 -0.269950 3.69 2.63 -0.34 -0.108
C -1.407968 1.101803 0.195938 0.86 -2.49 0.55 0.421
C 0.728864 -0.847860 1.660302 0.04 0.49 -0.96 -0.834
C -0.169415 -1.028246 0.432744 1.02 -0.17 0.90 -0.070
C 0.691402 -0.856552 -1.989645 -1.45 1.07 -2.92 -0.794
N 2.070855 -1.058682 -0.132556 2.67 -1.01 -1.38 -1.045
N -1.387182 -0.259984 0.331809 1.48 3.03 -1.48 -0.142
N 0.869637 -0.573743 -0.594659 -1.33 1.13 1.82 0.849
N -0.207557 1.647231 -0.107152 -4.69 2.77 0.42 -0.023
N -2.564243 1.753323 0.387663 0.30 -2.59 0.12 -0.368
S 2.333576 1.743179 -0.412519 -1.14 -0.76 -0.10 -0.135
H 2.948244 -1.327967 1.621402 0.02 0.11 0.74 0.539
H 0.374953 -1.046611 2.639840 -0.21 -0.04 0.63 0.428
H -0.459133 -2.067092 0.293034 0.08 -0.27 -0.44 0.454
H -0.324731 -0.512532 -2.330472 1.09 0.83 0.24 0.345
H 1.521481 -0.618664 -2.763380 -1.25 -0.11 2.08 0.260
H 0.425459 -1.852579 -2.009122 0.46 -2.65 -0.24 0.443
H -2.159953 -0.632714 0.752284 -2.26 -1.47 1.05 0.257
H -0.312843 2.725322 -0.096492 1.60 -2.35 -0.42 0.388
H -3.332433 1.119520 0.723308 0.83 1.70 -0.47 0.234
H -2.574715 2.735946 0.493808 -0.42 0.90 0.14 0.220
```
Positions in Å, forces in eV/Å.

Properties
* total charge: +1
* gap between HOMO and LUMO (alpha / beta): 6.58 / 6.57 eV
* energy relative to the best compared isomer or geometry (same formula, charge and spin): 72.9 kcal per mole

---

[3]
Here is the ion C6H10NO with charge +1 at a distorted geometry from the Open Molecules 2025 dataset. Energies are from wB97M-V/def2-TZVPD.

The geometry in XYZ format:
```
18
Properties=species:S:1:pos:R:3:forces:R:3:mulliken_charge:R:1
C 0.368365 0.121411 0.105148 1.53 3.94 -0.69 0.501
C -0.419761 0.930387 -1.003681 2.64 -2.47 0.91 0.548
C -0.699167 0.129316 1.210795 3.46 -1.49 -2.00 0.326
C 0.867214 -1.259860 -0.271241 -1.28 0.37 3.83 -1.247
C 0.066413 1.227454 -2.324301 -0.04 4.10 -0.83 -1.108
C -0.409157 -0.703426 2.399251 -3.85 0.29 0.83 -1.056
N -1.809206 0.492255 0.856242 -2.60 1.79 -0.93 -0.316
O -1.558284 1.139207 -0.689136 -2.99 0.20 2.18 -0.237
H 1.346473 0.773932 0.363219 -2.27 -1.12 -0.30 0.373
H 1.559540 -1.516408 0.539650 0.39 -0.14 -0.68 0.375
H 1.260585 -1.301649 -1.215180 1.01 -0.40 -2.21 0.395
H 0.029298 -1.892950 -0.050653 -0.36 -0.91 -0.90 0.338
H -0.743979 1.483386 -3.067009 0.73 -1.30 0.62 0.401
H 0.863791 0.552342 -2.530371 0.45 -0.28 -0.95 0.304
H 0.479244 2.344470 -2.295527 -0.16 -2.20 0.34 0.337
H 0.570916 -0.532650 2.692861 1.95 -0.30 0.44 0.365
H -0.707768 -1.762310 2.066166 0.65 1.46 1.18 0.332
H -1.064517 -0.224907 3.213766 0.75 -1.54 -0.85 0.371
```
Positions in Å, forces in eV/Å.

Properties
* total charge: +1
* gap between HOMO and LUMO: 11.59 eV
* energy relative to the best compared isomer or geometry (same formula, charge and spin): 69.4 kcal per mole

---

[4]
Here is the ion C6H10NO2 with charge +1 at a distorted geometry from the Open Molecules 2025 dataset. Energies are from wB97M-V/def2-TZVPD.

The geometry in XYZ format:
```
19
Properties=species:S:1:pos:R:3:forces:R:3:mulliken_charge:R:1
N 0.785861 0.157698 1.221797 0.88 -3.21 4.14 -0.325
C 0.566844 -0.514861 -0.098008 -1.47 0.24 0.59 0.475
C -0.083716 0.615772 -0.953468 -0.71 -0.58 -1.46 0.298
O 0.538203 1.162812 -1.825593 0.62 0.14 -0.19 -0.526
C -1.476091 0.847986 -0.618034 -1.93 2.42 -1.17 -0.613
C -2.437954 1.736648 -1.201504 3.30 -0.31 1.01 -0.135
O -3.645482 1.858362 -0.643503 -0.01 0.88 -1.20 -0.419
C 1.549326 -1.514500 -0.511976 1.33 -0.77 -1.06 -0.627
C 0.168229 -1.994900 -0.101207 -0.26 -1.00 -0.25 -0.468
H 1.631150 -0.394307 1.751771 -2.38 1.88 -1.49 0.445
H -0.026270 0.153882 1.962494 1.53 0.03 -2.00 0.427
H 1.068449 1.103325 1.064719 0.44 0.97 0.03 0.357
H -1.716157 0.418284 0.307733 -1.12 -0.91 0.95 0.318
H -2.079731 2.489629 -1.993348 -0.94 -1.48 0.87 0.340
H -4.194037 2.569835 -1.086878 0.95 -1.16 0.61 0.386
H 2.363127 -1.966976 0.106168 -0.56 1.16 -0.34 0.281
H 1.854269 -1.369385 -1.569128 -0.43 -0.56 0.66 0.254
H -0.502528 -2.602174 -0.845453 1.03 1.96 1.50 0.289
H 0.213668 -2.442720 0.929709 -0.28 0.31 -1.20 0.245
```
Positions in Å, forces in eV/Å.

Properties
* total charge: +1
* gap between HOMO and LUMO: 9.00 eV
* SMILES: [NH3+]C1(C(=O)/C=C/O)CC1
* energy relative to the best compared isomer or geometry (same formula, charge and spin): 39.6 kcal per mole

---

[5]
Here is a structure of composition C6H10NO2S at a distorted geometry from the Open Molecules 2025 dataset. Energies are from wB97M-V/def2-TZVPD.

The geometry in XYZ format:
```
20
Properties=species:S:1:pos:R:3:forces:R:3:mulliken_charge:R:1
C 0.472245 -2.090589 -0.056191 1.40 -2.89 1.25 0.655
C 0.373335 -0.913166 -0.010042 -1.31 5.37 -0.87 -0.604
C 0.757003 -3.505752 0.184169 -3.93 -0.28 -1.22 -1.242
C -1.202497 1.025632 -1.141241 2.26 -4.84 1.70 -1.752
C 1.327484 1.241008 -1.014364 -0.01 0.57 1.30 -1.676
C 0.068726 0.966521 -0.273493 0.03 -2.17 0.04 1.081
N -0.055842 1.611547 0.922834 1.61 0.27 1.18 -0.398
O -2.527737 2.332012 1.492214 -0.42 0.71 -0.51 -0.578
O -1.101703 1.385245 3.218272 0.10 -0.09 0.38 -0.648
S -1.642519 1.237754 1.859330 0.96 -0.59 0.64 0.520
H 0.133302 -3.924974 1.021058 0.73 0.46 -0.60 0.237
H 1.737010 -3.833921 0.239990 2.08 -0.15 0.33 0.321
H 0.328525 -3.947340 -0.745690 0.34 -0.55 0.59 0.285
H -1.410279 1.986600 -1.240951 -1.60 4.25 -0.37 0.477
H -1.833140 0.422125 -0.490075 -1.04 0.44 -0.71 0.427
H -1.038383 0.534119 -2.095442 0.01 -0.12 -0.05 0.434
H 2.114812 1.086353 -0.276634 0.51 -0.55 -0.58 0.364
H 1.218621 0.555713 -1.820508 1.16 -0.26 -1.00 0.396
H 1.397920 2.295403 -1.251725 -0.25 0.27 -0.62 0.401
H 0.883118 1.535707 1.478490 -2.62 0.16 -0.87 0.298
```
Positions in Å, forces in eV/Å.

Properties
* total charge: -1
* gap between HOMO and LUMO: 7.40 eV
* energy relative to the best compared isomer or geometry (same formula, charge and spin): 66.6 kcal per mole

---

[6]
Here is the ion C6H10NO3S with charge +1 at a distorted geometry from the Open Molecules 2025 dataset. Energies are from wB97M-V/def2-TZVPD.

The geometry in XYZ format:
```
21
Properties=species:S:1:pos:R:3:forces:R:3:mulliken_charge:R:1
C 1.802921 2.641374 0.518150 0.48 0.23 -0.81 -0.205
N 1.003935 1.739302 0.880931 -1.43 -1.41 0.44 -0.393
S 0.585962 0.542235 -0.223379 -0.19 0.27 0.71 1.219
O 1.288317 0.632946 -1.447286 0.20 -0.25 -0.54 -0.599
O -0.952335 0.780075 -0.538587 1.29 0.57 -0.36 -0.291
C -2.103486 0.239547 0.112182 0.25 -0.81 1.32 0.746
C -3.323723 0.523470 -0.658806 -0.38 0.07 -0.31 -0.965
O -1.956401 -0.346406 1.130574 -0.25 0.17 -0.25 -0.424
C 0.809534 -0.996044 0.634031 -0.32 1.04 0.03 -0.214
C 0.772814 -2.230040 -0.216268 0.06 -0.14 -0.29 -0.521
C 2.078126 -1.715754 0.285873 0.31 -0.13 -0.25 -0.541
H 2.213641 2.696909 -0.490521 0.06 0.01 -0.01 0.291
H 2.095209 3.388542 1.243104 -0.04 0.09 0.16 0.298
H -3.100287 0.860245 -1.664566 -0.03 0.00 -0.05 0.317
H -3.940721 -0.376272 -0.673858 0.11 0.03 0.00 0.335
H -3.899985 1.289241 -0.139508 0.06 0.08 0.05 0.310
H 0.403193 -0.955996 1.631159 -0.06 -0.01 0.07 0.566
H 0.552353 -2.110211 -1.266407 0.07 0.03 -0.11 0.246
H 0.348044 -3.118355 0.227311 -0.08 0.10 0.15 0.292
H 2.584225 -2.242344 1.080913 -0.12 0.08 0.16 0.283
H 2.738662 -1.242472 -0.425037 0.00 -0.02 -0.10 0.253
```
Positions in Å, forces in eV/Å.

Properties
* total charge: +1
* gap between HOMO and LUMO: 11.14 eV
* SMILES: C=[N+]=[S@](=O)(OC(C)=O)C1CC1
* energy relative to the best compared isomer or geometry (same formula, charge and spin): 6.2 kcal per mole

---

[7]
Here is a cluster of 2 separate species, C6H10O in total at a distorted geometry from the Open Molecules 2025 dataset. Energies are from wB97M-V/def2-TZVPD.

The geometry in XYZ format:
```
17
Properties=species:S:1:pos:R:3:forces:R:3:mulliken_spin:R:1
C -1.998965 -0.408231 0.799932 -0.04 -1.03 1.13 -0.025
C -2.245695 0.759031 1.548859 -1.29 -3.02 -2.11 0.369
C 0.411976 -0.078815 0.416388 5.17 0.14 -0.23 0.337
C -0.626515 -0.871509 0.340372 -7.56 -3.18 -0.29 0.064
C 2.808993 -0.031106 -0.249366 0.20 2.23 -1.54 0.245
C 1.762288 -0.677762 0.252099 -2.97 0.06 0.57 -0.060
H -2.927996 -1.144095 0.891542 2.09 1.23 -1.11 0.005
H -3.238725 0.962257 1.894552 -0.36 0.10 0.20 0.004
H -1.458618 1.249233 1.954905 2.25 1.92 1.01 0.019
H 0.324896 0.985946 0.526357 -0.05 0.37 0.09 -0.003
H -0.692337 -1.928950 -0.207755 0.65 2.17 1.42 0.049
H 2.617953 0.996104 -0.766464 0.68 -1.80 1.20 -0.006
H 3.745830 -0.522299 -0.361794 0.78 -0.06 -0.16 0.008
H 1.770049 -1.755592 0.536587 0.42 0.77 -0.23 -0.012
H -0.758279 0.820460 -2.900875 0.35 0.59 0.41 0.001
H 0.485177 0.424385 -2.210500 0.49 -0.21 0.68 -0.006
O 0.019965 1.220936 -2.464845 -0.82 -0.28 -1.04 0.013
```
Positions in Å, forces in eV/Å.

Properties
* total charge: -1
* gap between HOMO and LUMO (alpha / beta): 4.35 / 7.10 eV
* spin multiplicity: 2
* energy relative to the best compared isomer or geometry (same formula, charge and spin): 33.0 kcal per mole